C37H114N4O18 | wB97M-V/def2-TZVPD

```
173
C37H114N4O18 | the Open Molecules 2025 dataset | wB97M-V/def2-TZVPD
C 0.09367 5.03049 2.04618
O 0.89560 4.45260 1.00449
H -0.95587 4.76547 1.91187
H 0.44390 4.60295 2.98445
H 0.26764 6.10777 2.02449
H 0.55889 4.79095 0.13676
C 0.72638 -3.23190 -2.97851
O 0.21170 -4.55318 -2.91301
H -0.02715 -2.48254 -2.71283
H 1.54021 -3.18978 -2.25593
H 1.12902 -3.03444 -3.97820
H -0.59068 -4.58613 -3.50165
C -1.87480 1.14940 -4.13785
O -2.42532 1.58535 -2.92115
H -0.92701 0.60535 -4.04251
H -2.55841 0.52550 -4.71709
H -1.60153 2.03593 -4.71235
H -2.36562 0.90649 -2.22449
C -2.35064 2.29275 3.59712
O -2.13596 2.19741 4.98335
H -2.86770 3.21128 3.33050
H -1.39857 2.32651 3.04163
H -2.85278 1.38578 3.23452
H -1.54955 1.44406 5.14199
C -3.22581 -0.69363 0.18562
O -2.26047 -0.04802 -0.64409
H -4.19773 -0.63860 -0.30842
H -3.00843 -1.75799 0.27828
H -3.23323 -0.15111 1.13126
H -1.35503 -0.31503 -0.39303
C 1.27845 2.72929 -4.25099
O 1.11314 4.05920 -3.83055
H 0.89869 2.58090 -5.26917
H 2.33523 2.44647 -4.26898
H 0.72325 2.05498 -3.60306
H 1.34139 4.73302 -4.47158
C 3.55516 -0.50590 -3.32862
O 4.37739 -0.18748 -2.22206
H 3.71520 0.19352 -4.15132
H 3.69899 -1.52400 -3.70543
H 2.51279 -0.48298 -3.01091
H 5.30371 -0.26862 -2.46609
C 3.73323 -2.55707 2.99139
C 2.76941 -2.01913 4.05019
O 2.67905 -3.01202 5.06091
H 3.20606 -3.12268 2.21904
H 4.55314 -3.13573 3.40564
H 4.16577 -1.72805 2.42042
H 1.77701 -1.79777 3.64782
H 3.17024 -1.08493 4.46022
H 2.16892 -2.68484 5.80870
C -1.08519 -6.77167 -0.71375
C -0.02041 -7.83838 -0.86362
O -0.51132 -9.06024 -0.29403
H -1.52304 -6.81161 0.28651
H -1.86161 -6.86864 -1.47146
H -0.69231 -5.75494 -0.76433
H 0.87639 -7.58323 -0.28678
H 0.31236 -7.91516 -1.90238
H 0.25879 -9.60635 -0.11587
C -1.79073 -1.79609 3.44646
C -1.07085 -1.75644 4.77083
O -0.92892 -0.41878 5.24152
H -1.72010 -2.80044 3.02218
H -1.27311 -1.18057 2.70079
H -2.81445 -1.42556 3.48317
H -0.03397 -2.06869 4.57482
H -1.45241 -2.50483 5.47002
H -0.01205 -0.14510 5.09951
C -0.34941 -5.96166 3.31038
C -1.28484 -6.68706 4.27876
O -1.60128 -5.86826 5.38915
H -0.79296 -4.98549 3.09632
H -0.24056 -6.61018 2.43725
H 0.64818 -5.74410 3.69095
H -0.77092 -7.58944 4.62611
H -2.17161 -7.12453 3.80838
H -2.34458 -5.30163 5.16257
C -2.82193 3.34778 0.20728
C -3.21827 4.31875 -0.90111
O -2.29595 4.28304 -1.96380
H -2.88217 2.28119 -0.02925
H -3.44806 3.42126 1.10260
H -1.78202 3.53483 0.49200
H -3.24262 5.32033 -0.47344
H -4.23295 4.07151 -1.23223
H -2.30215 3.39784 -2.36982
C -3.86880 -4.72215 -0.03738
C -4.11377 -5.04383 1.41899
O -3.98213 -3.84741 2.20110
H -2.81969 -4.45673 -0.17807
H -4.47336 -3.89119 -0.40200
H -4.09277 -5.57861 -0.67937
H -3.37360 -5.71789 1.85138
H -5.11539 -5.43067 1.63464
H -4.77475 -3.30832 2.14112
C 1.81782 1.25992 6.52624
C 2.14577 1.68818 5.11694
O 1.18287 1.09777 4.23414
H 2.59882 1.62674 7.19914
H 1.92879 0.17443 6.61635
H 0.83665 1.56983 6.87311
H 3.13641 1.36594 4.77858
H 2.08804 2.77298 4.97909
H 1.32820 1.41775 3.30536
C 0.59440 1.39710 -0.65578
C 0.71654 0.86893 0.77559
C 1.14288 -0.57902 0.74025
O 0.07483 -1.31643 0.15373
C 0.15578 -2.70894 0.33136
N 1.68980 1.68732 1.50261
H 0.12089 2.37238 -0.75216
H 0.08547 0.69996 -1.33584
H 1.60085 1.46627 -1.08374
H -0.21993 0.94770 1.33840
H 1.34094 -0.98995 1.73530
H 2.04066 -0.75949 0.13205
H 0.15257 -2.94321 1.40336
H 1.11288 -3.06629 -0.06889
H -0.63438 -3.25225 -0.18174
H 2.59780 1.55809 1.05552
H 1.49764 2.69520 1.45270
C -3.43112 -2.96337 -3.08306
C -3.41437 -4.27608 -3.83833
C -4.53278 -4.38421 -4.86464
O -4.81048 -5.73703 -5.11769
C -5.59219 -5.91879 -6.29442
N -2.10355 -4.41584 -4.50460
H -3.18155 -2.10158 -3.70569
H -2.64439 -2.97000 -2.31935
H -4.31564 -2.76776 -2.47700
H -3.45790 -5.08656 -3.10990
H -4.27381 -3.84469 -5.78969
H -5.43102 -3.82004 -4.56360
H -6.55513 -5.42059 -6.17140
H -5.72587 -6.99402 -6.39889
H -5.01084 -5.58185 -7.15762
H -2.16483 -5.23567 -5.11168
H -1.94170 -3.68298 -5.19525
C 3.89638 3.88196 -1.28623
C 5.02509 3.12430 -0.59828
C 5.60755 3.93462 0.54057
O 6.03484 5.18414 0.03521
C 6.56405 5.99192 1.04435
N 4.44962 1.88900 -0.07551
H 3.44257 3.33323 -2.11460
H 4.18939 4.85446 -1.68396
H 3.09013 4.06554 -0.56923
H 5.82513 3.01066 -1.34453
H 6.41908 3.39291 1.04798
H 4.85893 4.11093 1.32708
H 5.81836 6.35770 1.76162
H 7.07359 6.85087 0.61010
H 7.31411 5.47560 1.66028
H 4.22111 1.22358 -0.81657
H 5.13573 1.41134 0.50635
C -0.93277 7.63937 -1.10392
C -0.04118 6.68877 -1.88933
C 1.44271 6.98730 -1.71114
O 1.74181 8.32002 -2.02075
C 3.10839 8.57113 -2.08671
N -0.26915 5.31225 -1.45898
H -0.69663 8.66956 -1.37301
H -0.77081 7.49955 -0.03061
H -1.99851 7.50177 -1.29650
H -0.28911 6.90439 -2.93971
H 1.95931 6.25169 -2.34457
H 1.76990 6.74691 -0.69121
H 3.34401 9.63237 -2.00795
H 3.57221 8.11712 -2.97003
H 3.67827 8.16505 -1.23221
H -1.27628 5.13883 -1.49508
H 0.05661 4.69080 -2.20494
```

E_HOMO: -8.747 eV
Largest force on an atom: 0.061 hartree/bohr
Total charge: 0
Energy: -83027.298 eV